{
  "formula": "C4H12N4",
  "method": "the ωB97M-V functional and the def2-TZVPD basis",
  "homo_ev": -8.54,
  "energy_ha": -378.5811,
  "smiles": "[H]/N=C(/N)CNN(C)C",
  "lumo_ev": 0.90,
  "elements": ["N", "N", "N", "N", "C", "C", "C", "C", "H", "H", "H", "H", "H", "H", "H", "H", "H", "H", "H", "H"],
  "coordinates": [[0.121754, 0.074721, -0.407763], [-2.434449, 0.750128, -1.142727], [-3.424906, -0.389740, 0.567675], [1.413425, -0.143155, 0.237273], [-2.299198, 0.080945, -0.040633], [2.119462, 1.142471, 0.302912], [-0.928642, -0.155040, 0.603421], [2.201658, -1.111362, -0.532816], [3.090390, 1.018599, 0.796128], [-0.832086, 0.538877, 1.445794], [1.552871, 1.865074, 0.901582], [3.164362, -1.294791, -0.043210], [1.681877, -2.075499, -0.576839], [-3.415925, -0.417136, 1.579711], [-0.894916, -1.185048, 0.977715], [-1.490789, 1.050713, -1.436123], [2.391168, -0.774310, -1.558664], [-0.046453, -0.593442, -1.167415], [2.290629, 1.576299, -0.689668], [-4.260231, 0.041696, 0.183644]],
  "atomic_forces_ev_per_a": [[-0.04, -0.03, 0.88], [0.76, -0.56, 0.93], [-0.45, -0.28, 0.70], [0.19, -0.08, -0.55], [0.65, 1.67, -1.71], [-0.08, 0.06, 0.13], [-0.69, -0.34, -0.62], [-0.22, -0.13, 0.29], [-0.20, -0.20, -0.07], [0.27, -0.12, -0.16], [-0.03, -0.23, -0.17], [-0.20, 0.19, -0.03], [-0.02, 0.20, 0.05], [0.02, -0.14, -0.19], [0.04, 0.10, 0.22], [-0.64, -0.18, 0.00], [0.03, 0.08, -0.11], [0.46, 0.18, 0.35], [-0.05, -0.02, -0.05], [0.19, -0.16, 0.11]]
}